Here is one molecule with the formula CHI2P at a distorted geometry from the OMol25 dataset. Energies are from the ωB97M-V functional and the def2-TZVPD basis.

```
5
CHI2P (the ωB97M-V functional and the def2-TZVPD basis)
C 0.9895 0.0818 -0.7059
P -1.9963 -0.0352 0.8267
I -0.4440 -1.6835 -0.1375
I -0.2400 1.7551 -0.1139
H 1.6908 -0.1181 0.1305
```

## Properties
E_tot, Eh: -975.23970
HOMO level (alpha / beta), eV: -7.470 / -7.484
Lowest unoccupied orbital energy (alpha / beta), eV: -1.725 / -1.747
Energy relative to the best compared isomer or geometry (same formula, charge and spin), kcal/mol: 92.50

Here is C3H9N4 as an isolated structure at a distorted geometry from the OMol25 dataset. Energies are from the ωB97M-V functional and the def2-TZVPD basis.

```
16
C3H9N4 (the ωB97M-V functional and the def2-TZVPD basis)
C -0.5636 0.8134 0.1175
C -0.9911 -0.0238 -1.1176
C 1.4951 -0.3365 0.3377
N 1.1766 -0.8529 -1.4138
N 0.4024 -0.0530 0.9446
N -0.0490 -0.4112 2.1457
N 0.2564 -0.0454 -1.8894
H -0.1506 1.6217 -0.3439
H -1.4050 1.1100 0.7732
H -1.3652 -1.0262 -0.8609
H -1.7766 0.5834 -1.6272
H 2.2291 -1.0028 0.8620
H 2.0480 -0.9695 -1.9070
H 0.5466 -1.2178 2.3955
H -0.2908 0.2142 2.8879
H 0.5022 0.7579 -2.5379
```

## Properties
E_tot, Eh: -338.31103
HOMO level (alpha / beta), eV: -13.010 / -13.011
Charge: +1
Lowest unoccupied orbital energy (alpha / beta), eV: -4.565 / -4.565
Energy relative to the best compared isomer or geometry (same formula, charge and spin), kcal/mol: 131.66

Here is C41H45N8O5S3TeW as an isolated structure at a distorted geometry from the OMol25 dataset. Energies are from the ωB97M-V functional and the def2-TZVPD basis.

```
104
C41H45N8O5S3TeW (the ωB97M-V functional and the def2-TZVPD basis)
W 0.9391 1.8909 1.7354
S -2.3659 -0.0873 1.1051
C -0.8293 -0.8091 0.7994
N 0.3724 -0.2871 0.6541
C 1.2612 -1.2751 0.1732
C 2.5165 -1.0809 -0.4088
C 3.2352 -2.1600 -0.8805
C 2.7266 -3.4579 -0.8177
C 1.4620 -3.6706 -0.3147
C 0.7426 -2.5755 0.1533
S -0.9096 -2.5354 0.6305
H 2.9019 -0.0918 -0.5587
H 4.2079 -1.9872 -1.3244
H 3.3102 -4.2889 -1.1931
H 1.0205 -4.6593 -0.3053
N 3.0318 -5.7808 2.5543
C 3.0533 -4.4192 2.8154
C 1.9748 -3.8015 3.4514
C 2.0098 -2.4489 3.7367
C 3.1270 -1.7050 3.3900
C 4.2109 -2.3052 2.7621
C 4.1764 -3.6555 2.4829
S 3.1634 0.0254 3.6827
O 4.5094 0.4172 3.9568
O 2.1306 0.3398 4.6210
N 2.6745 0.6214 2.1960
C 3.5170 1.3008 1.3657
N 2.7640 1.9779 0.4684
C 3.3717 2.8276 -0.3580
C 4.7459 2.8884 -0.3894
C 5.4328 2.0594 0.4995
N 4.8462 1.2721 1.3875
H 2.1279 -6.2213 2.5376
H 3.6601 -6.1117 1.8421
H 1.1048 -4.3886 3.7224
H 1.1733 -1.9588 4.2160
H 5.0769 -1.7073 2.5053
H 5.0207 -4.1311 1.9975
H 2.7311 3.4327 -0.9839
H 5.2669 3.5473 -1.0665
H 6.5179 2.0403 0.4966
C -0.9647 1.2524 5.6011
C -0.3152 1.8656 4.4112
N -0.1231 1.1323 3.2305
O -0.3374 -0.2363 3.4518
C 0.2418 3.0784 4.3275
C 0.4946 4.0818 5.4036
N 0.6527 3.3556 3.0193
O 2.0286 3.2136 2.7401
H -1.8536 0.6832 5.3298
H -1.2536 2.0351 6.3011
H -0.2706 0.5718 6.0976
H -1.2167 -0.3990 3.0658
H 0.8833 3.5980 6.2998
H -0.4066 4.6371 5.6759
H 1.2377 4.7971 5.0543
C -1.3485 4.6432 0.1604
C -0.3185 3.5803 0.4081
O 0.9014 3.9142 0.6032
N -0.5844 2.2975 0.4874
Te -2.4597 1.4772 -1.3962
C -4.0787 0.7260 -2.5841
C -5.2662 0.3321 -1.9654
C -5.5195 0.4367 -0.4817
C -6.2944 -0.1927 -2.7492
C -6.1798 -0.3140 -4.1222
C -7.2942 -0.8841 -4.9553
C -5.0042 0.1290 -4.7224
C -3.9532 0.6486 -3.9819
C -2.7163 1.1071 -4.7096
C -0.9803 0.1800 -2.1762
C -1.2019 -1.2012 -2.2775
C -2.5225 -1.8757 -2.0153
C -0.1522 -2.0059 -2.7167
C 1.0767 -1.4877 -3.0882
C 2.1835 -2.3773 -3.5790
C 1.2457 -0.1107 -3.0325
C 0.2408 0.7394 -2.5904
C 0.5288 2.2170 -2.6041
H -0.9867 5.5911 0.5527
H -2.2953 4.3782 0.6271
H -1.5127 4.7522 -0.9151
H -4.7593 1.0069 0.0489
H -5.5621 -0.5537 -0.0242
H -6.4784 0.9251 -0.3030
H -7.2116 -0.5072 -2.2613
H -8.1300 -1.2015 -4.3334
H -6.9505 -1.7467 -5.5285
H -7.6639 -0.1453 -5.6685
H -4.9056 0.0704 -5.8017
H -2.9216 1.2138 -5.7739
H -1.8935 0.3987 -4.5919
H -2.3669 2.0728 -4.3358
H -3.0388 -1.4653 -1.1503
H -2.3646 -2.9394 -1.8440
H -3.1831 -1.7665 -2.8792
H -0.3150 -3.0771 -2.7751
H 1.9600 -3.4262 -3.3876
H 3.1250 -2.1345 -3.0848
H 2.3317 -2.2524 -4.6538
H 2.1906 0.3216 -3.3468
H 1.2938 2.4400 -3.3488
H 0.8845 2.5521 -1.6306
H -0.3561 2.8068 -2.8489
```

## Properties
E_tot, Eh: -3933.20692
HOMO level (alpha / beta), eV: -7.028 / -7.056
<S²>: 0.76
Lowest unoccupied orbital energy (alpha / beta), eV: 0.042 / -1.795
Energy relative to the best compared isomer or geometry (same formula, charge and spin), kcal/mol: 36.83
Spin multiplicity: 2

Here is one molecule with the formula C5H7PS at a distorted geometry from the OMol25 dataset. Energies are from the ωB97M-V functional and the def2-TZVPD basis.

```
14
C5H7PS (the ωB97M-V functional and the def2-TZVPD basis)
C -0.6934 -0.9960 -0.4746
C -1.2947 -0.9142 0.8222
C 0.8352 -1.4935 -0.9468
C 0.5716 -0.2314 -0.8204
C 1.0489 1.1745 -0.6745
P -2.9958 -0.8131 1.4513
S -4.3687 -0.2116 0.2872
H -1.4129 -1.0243 -1.3730
H -0.7419 -0.9084 1.7078
H 1.3287 -2.3769 -1.2407
H 1.8360 1.1585 0.1288
H 0.3785 1.8944 -0.3727
H 1.5465 1.7460 -1.5196
H -2.4827 0.1458 2.3088
```

## Properties
E_tot, Eh: -934.07629
Structure (SMILES): CC1=C[C@H]1C=[PH]=S
HOMO level (alpha / beta), eV: -7.550 / -7.662
Lowest unoccupied orbital energy (alpha / beta), eV: -1.080 / -0.879
Energy relative to the best compared isomer or geometry (same formula, charge and spin), kcal/mol: 102.24